Entry 1:
Here is a molecular structure, C22H20Cl5OS5Se2Tc in a non-equilibrium geometry from the Open Molecules 2025 dataset. Energies are from wB97M-V/def2-TZVPD.

Calculated values
Expectation value of S²: 3.7729
Highest occupied orbital energy (spin up / spin down), eV: -10.8 / -11.0
Orbital gap (spin up / spin down), eV: 7.72 / 5.77

Geometry as ORCA input:
```
! RIJCOSX wB97M-V def2-TZVPD def2/J DEFGRID3
* xyz 1 4
Tc 0.50 0.42 0.09
C -3.91 -2.10 2.56
Se -3.20 -0.98 1.14
C -2.69 -2.42 -0.07
C -1.43 -3.12 0.39
Se 0.24 -2.17 0.11
C 0.54 -2.80 -1.71
H -4.86 -2.53 2.26
H -4.05 -1.46 3.42
H -3.20 -2.89 2.81
H -2.59 -1.97 -1.06
H -3.52 -3.13 -0.11
H -1.26 -4.06 -0.14
H -1.45 -3.33 1.45
H 0.51 -3.88 -1.68
H 1.53 -2.48 -2.01
H -0.21 -2.41 -2.39
S 0.03 0.24 2.36
S 1.30 1.45 3.41
S 1.50 3.11 2.33
S 1.52 2.58 0.41
O -1.35 1.45 -0.27
S -2.78 1.85 -0.59
C -2.66 3.46 -1.35
C -3.83 3.97 -1.91
C -3.78 5.22 -2.50
C -2.58 5.93 -2.54
C -1.43 5.39 -1.99
C -1.46 4.14 -1.39
C -3.46 2.28 0.98
C -4.80 2.02 1.20
C -5.34 2.38 2.43
C -4.54 2.96 3.40
C -3.19 3.19 3.16
C -2.64 2.86 1.94
H -4.76 3.41 -1.89
H -4.67 5.65 -2.94
H -2.54 6.90 -3.01
H -0.49 5.94 -2.03
H -0.57 3.70 -0.94
H -5.40 1.54 0.44
H -6.39 2.19 2.63
H -4.97 3.22 4.36
H -2.57 3.64 3.93
H -1.58 3.03 1.73
Cl 3.38 -1.20 2.16
C 3.52 -0.81 0.48
C 2.45 -0.26 -0.21
C 2.66 -0.06 -1.56
Cl 1.20 0.58 -2.35
C 3.80 -0.33 -2.27
Cl 3.88 -0.03 -3.95
C 4.87 -0.85 -1.55
Cl 6.34 -1.20 -2.36
C 4.73 -1.09 -0.18
Cl 6.05 -1.74 0.69
*
```

Entry 2:
Here is C22H20ClFN2O2 in the gas phase in a non-equilibrium geometry from the Open Molecules 2025 dataset. Energies are from wB97M-V/def2-TZVPD.

Calculated values
Highest occupied orbital energy, eV: -7.9
SMILES: COc1cc(Cl)ccc1[C@H]1c2[nH]c3cccc(F)c3c2C2(CC2)CN1C(C)=O
Orbital gap, eV: 8.53

Geometry as ORCA input:
```
! RIJCOSX wB97M-V def2-TZVPD def2/J DEFGRID3
* xyz 0 1
O -0.30 3.77 1.49
F -3.33 -2.73 -0.87
Cl 6.37 0.61 1.39
O 1.82 -1.21 -0.16
C -0.68 2.70 1.92
C -1.24 -0.39 -0.36
C -0.36 0.54 -0.78
C -2.23 -1.83 -4.27
C -2.86 -2.48 -3.21
C 4.06 2.07 1.09
C 3.92 -0.28 0.59
C -1.34 -0.81 -4.02
C 2.71 2.24 0.76
C -2.65 -2.07 -1.85
C 4.67 0.83 1.04
C 2.57 -0.12 0.21
C -1.78 -1.02 -1.59
C -1.13 -0.41 -2.67
C 1.94 1.16 0.29
N -0.33 0.58 -2.17
N -0.23 1.51 1.41
C 2.22 -1.79 -1.40
C -1.59 2.74 3.11
C -0.53 0.19 2.04
C -1.78 -2.02 1.60
C -2.85 -0.94 1.69
C -1.46 -0.61 1.14
C 0.43 1.48 0.10
H -2.46 -2.10 -5.28
H -3.63 -3.24 -3.39
H 4.67 2.92 1.45
H 4.40 -1.26 0.52
H -0.88 -0.27 -4.84
H 2.30 3.21 0.86
H 0.35 1.13 -2.70
H 2.60 -2.81 -1.18
H 2.98 -1.22 -1.94
H 1.34 -1.85 -2.05
H -2.51 2.21 2.88
H -1.80 3.78 3.36
H -1.04 2.32 3.97
H 0.37 -0.43 2.12
H -0.97 0.23 3.05
H -1.45 -2.40 2.57
H -1.90 -2.80 0.84
H -3.09 -0.61 2.69
H -3.70 -0.94 0.98
H 0.39 2.47 -0.42
*
```

Entry 3:
Here is a molecular structure, C22H20CuF2N3O5S in a non-equilibrium geometry from the Open Molecules 2025 dataset. Energies are from wB97M-V/def2-TZVPD.

Calculated values
Highest occupied orbital energy, eV: -0.2
Orbital gap, eV: 4.64

Geometry as ORCA input:
```
! RIJCOSX wB97M-V def2-TZVPD def2/J DEFGRID3
* xyz -2 1
Cu 0.59 -1.33 2.11
F -0.07 2.08 5.74
C -0.84 1.04 5.25
C -0.23 -0.16 4.72
C -0.69 -0.70 3.54
C -2.07 -0.58 3.31
C -2.75 0.48 3.92
F -4.07 0.58 3.58
C -2.17 1.31 4.88
C -0.90 2.67 -0.65
C -2.35 2.33 -0.79
C -2.79 1.90 -2.03
C -1.89 1.97 -3.16
C -0.56 2.42 -2.94
N -0.12 2.72 -1.78
H 0.70 -0.50 5.17
H -2.80 2.05 5.41
H -2.93 2.32 0.12
H -3.77 1.45 -2.06
H -2.12 1.48 -4.11
H 0.14 2.45 -3.77
C 1.42 -0.76 -5.87
C 0.93 -1.08 -4.56
C -0.27 -1.71 -4.28
C -0.65 -2.06 -2.97
C 0.17 -1.68 -1.92
C 1.29 -0.86 -2.18
C 1.66 -0.57 -3.50
S -0.04 -2.38 -0.31
O 1.37 -2.42 0.22
O -0.68 -3.61 -0.58
N -0.78 -1.40 0.78
C -2.22 -1.06 0.80
C -2.60 -1.43 2.24
O -3.27 -2.36 2.57
O -0.31 2.79 0.45
H 1.05 -1.36 -6.69
H 2.53 -0.85 -5.91
H 1.23 0.32 -6.12
H -0.85 -2.10 -5.13
H -1.55 -2.57 -2.69
H 1.89 -0.49 -1.33
H 2.58 0.00 -3.62
H -2.71 -1.65 0.02
H -2.37 0.04 0.66
C 3.91 0.96 3.57
C 3.34 -0.01 2.51
N 3.98 -0.25 1.35
O 2.32 -0.65 2.87
H 4.03 0.46 4.59
H 3.12 1.76 3.73
H 4.85 1.44 3.23
H 4.72 0.38 1.02
H 3.62 -0.84 0.62
*
```

Entry 4:
Here is a molecular structure, C22H20CuN4OS2 in a non-equilibrium geometry from the Open Molecules 2025 dataset. Energies are from wB97M-V/def2-TZVPD.

Calculated values
Expectation value of S²: 0.7640
Highest occupied orbital energy (spin up / spin down), eV: -4.2 / -6.2
Orbital gap (spin up / spin down), eV: 4.18 / 6.16

Geometry as ORCA input:
```
! RIJCOSX wB97M-V def2-TZVPD def2/J DEFGRID3
* xyz 0 2
Cu -0.78 0.07 -0.43
N 3.29 1.78 -0.37
C 4.32 0.86 -0.43
C 5.64 1.30 -0.46
C 6.69 0.40 -0.49
C 6.44 -0.96 -0.49
C 5.13 -1.42 -0.46
C 4.08 -0.52 -0.44
S 2.41 -1.13 -0.42
N 1.49 0.25 -0.55
C 1.94 1.46 -0.47
C 0.96 2.52 -0.48
C 1.28 3.89 -0.49
C 0.29 4.83 -0.47
C -1.05 4.41 -0.44
C -1.30 3.05 -0.44
N -0.35 2.12 -0.46
H 3.55 2.75 -0.38
H 5.84 2.36 -0.46
H 7.71 0.76 -0.51
H 7.25 -1.67 -0.50
H 4.91 -2.48 -0.46
H 2.31 4.23 -0.52
H 0.52 5.89 -0.48
H -1.86 5.11 -0.42
H -2.31 2.68 -0.41
S -5.23 -0.07 -1.29
C -3.55 0.37 -1.45
N -2.81 0.13 -0.41
C -3.51 -0.41 0.62
C -3.02 -0.78 1.87
C -3.89 -1.32 2.80
C -5.24 -1.47 2.52
C -5.76 -1.10 1.28
C -4.89 -0.59 0.34
H -3.19 0.82 -2.35
H -1.97 -0.64 2.07
H -3.51 -1.63 3.76
H -5.90 -1.88 3.27
H -6.81 -1.21 1.07
C -1.20 -3.89 1.05
O -0.80 -2.53 0.86
C -0.56 -1.97 -0.29
C -0.64 -2.79 -1.54
H -2.12 -4.11 0.51
H -1.37 -4.00 2.12
H -0.41 -4.58 0.73
H -0.70 -3.87 -1.39
H 0.23 -2.55 -2.15
H -1.52 -2.46 -2.10
*
```

Entry 5:
Here is C22H20FN3O3 in the gas phase from the Open Molecules 2025 dataset. Energies are from wB97M-V/def2-TZVPD.

Calculated values
Highest occupied orbital energy, eV: -7.7
SMILES: O=C1NC(=O)N(Cc2ccc(F)cc2)C(=O)/C1=C\c1ccc(N2CCCC2)cc1
Orbital gap, eV: 7.10

Geometry as ORCA input:
```
! RIJCOSX wB97M-V def2-TZVPD def2/J DEFGRID3
* xyz 0 1
O 3.85 -2.65 1.90
C 2.67 -2.44 2.05
N 1.88 -3.38 2.71
C 0.52 -3.35 2.89
O -0.09 -4.30 3.33
N -0.08 -2.15 2.58
C 0.59 -1.03 2.08
O 0.07 0.06 2.14
C 1.93 -1.29 1.54
C 2.55 -0.50 0.62
C 1.97 0.48 -0.24
C 0.62 0.46 -0.63
C 0.11 1.39 -1.49
C 0.91 2.43 -2.00
N 0.39 3.37 -2.82
C 1.17 4.40 -3.48
C 0.20 5.01 -4.49
H 0.20 4.43 -5.41
C -1.15 4.86 -3.78
H -1.26 5.64 -3.03
C -1.02 3.50 -3.11
H -1.34 2.70 -3.79
H -1.62 3.43 -2.20
H -1.99 4.92 -4.46
H 0.45 6.04 -4.72
H 1.51 5.15 -2.76
H 2.05 3.96 -3.97
C 2.27 2.44 -1.64
C 2.79 1.48 -0.81
H 3.83 1.51 -0.54
H 2.92 3.21 -2.02
H -0.92 1.31 -1.79
H -0.02 -0.34 -0.29
H 3.61 -0.69 0.49
C -1.51 -1.99 2.82
C -2.17 -1.52 1.56
C -2.06 -2.29 0.40
C -2.56 -1.83 -0.80
C -3.18 -0.60 -0.84
C -3.33 0.17 0.30
C -2.82 -0.30 1.50
H -2.90 0.31 2.39
H -3.83 1.13 0.24
F -3.65 -0.13 -2.02
H -2.47 -2.41 -1.71
H -1.56 -3.25 0.45
H -1.88 -2.96 3.14
H -1.66 -1.26 3.62
H 2.35 -4.23 3.01
*
```

Entry 6:
Here is 2 unconnected molecules or ions with the total composition C22H20N2O4S in a non-equilibrium geometry from the Open Molecules 2025 dataset. Energies are from wB97M-V/def2-TZVPD.

Calculated values
Highest occupied orbital energy, eV: -7.6
SMILES: CC1(C)OC(=O)C(=Cc2ccccc2)C(=O)O1.c1ccc2c(c1)SC1=NCCN12
Orbital gap, eV: 7.17

Geometry as ORCA input:
```
! RIJCOSX wB97M-V def2-TZVPD def2/J DEFGRID3
* xyz 0 1
C 4.18 -1.36 -4.04
C 4.16 -0.97 -2.56
C 5.42 -1.49 -1.85
O 4.18 0.48 -2.45
C 2.98 1.12 -2.54
O 2.88 2.32 -2.71
C 1.75 0.33 -2.46
C 0.58 0.91 -2.80
C -0.74 0.27 -2.80
C -0.94 -0.96 -3.43
C -2.14 -1.62 -3.33
C -3.19 -1.04 -2.63
C -3.02 0.19 -2.04
C -1.81 0.84 -2.12
C 1.84 -1.03 -1.92
O 0.84 -1.57 -1.49
O 3.05 -1.65 -1.91
H 3.29 -0.98 -4.54
H 5.06 -0.94 -4.53
H 4.20 -2.44 -4.14
H 5.37 -1.20 -0.80
H 5.46 -2.57 -1.91
H 6.32 -1.06 -2.29
H 0.62 1.95 -3.09
H -0.12 -1.41 -3.95
H -2.26 -2.59 -3.77
H -4.12 -1.57 -2.53
H -3.84 0.64 -1.49
H -1.67 1.79 -1.63
C -4.05 1.56 5.57
C -2.72 1.33 5.31
C -2.35 0.87 4.05
C -3.31 0.63 3.06
C -4.64 0.87 3.34
C -5.01 1.33 4.59
S -2.57 0.08 1.54
C -0.95 0.14 2.25
N 0.27 -0.09 1.90
C 1.14 0.17 2.98
C 0.28 0.65 4.18
N -1.05 0.57 3.57
H -4.36 1.92 6.54
H -1.96 1.51 6.06
H -5.37 0.69 2.57
H -6.05 1.51 4.80
H 1.69 -0.75 3.23
H 1.87 0.93 2.68
H 0.34 0.00 5.06
H 0.49 1.68 4.49
*
```